Below is 2 unconnected molecules or ions with the total composition H3NO3P, with properties calculated with ωB97M-V with the def2-TZVPD basis set.

Positions of all 8 atoms, in Å:
N  -0.892  0.544  -0.068
O  -1.676  -0.527  0.212
O  0.668  -1.371  0.016
O  1.629  0.947  0.566
P  0.710  0.077  -0.597
H  -1.456  1.209  -1.378
H  -0.945  -1.201  0.092
H  1.962  0.322  1.156

Frontier orbital gap, eV: 7.7
Net charge: -1
Relative energy (zero: lowest compared OMol25 entry of this formula, charge and spin), kcal per mole: 137.7

Electronic structure analysis, natural (NBO) charges in units of e: number 1, N, carries -0.55; number 2, O, carries -0.60; number 3, O, carries -1.21; number 4, O, carries -1.04; number 5, P, carries 1.34; number 6, H, carries 0.12; number 7, H, carries 0.48; number 8, H, carries 0.47

---

Below is a molecular structure, C29H56LaNO5P2SSi, with properties calculated with ωB97M-V with the def2-TZVPD basis set.

Positions of all 96 atoms, in Å:
C  -0.570  4.339  -4.135
C  -0.585  3.028  -3.683
N  0.223  2.613  -2.667
C  1.143  3.482  -2.198
C  1.128  4.827  -2.577
C  0.260  5.276  -3.570
C  -1.537  2.075  -4.335
P  -2.089  0.616  -3.328
La  -0.033  0.274  -1.156
P  2.803  1.217  -1.384
C  2.248  3.027  -1.260
C  0.436  -2.085  -2.134
C  -0.616  -2.752  -1.388
C  -0.657  -4.148  -1.157
C  0.370  -4.966  -1.619
C  1.444  -4.368  -2.282
C  1.461  -2.989  -2.517
O  -0.449  1.196  -6.732
O  0.777  -0.697  -5.398
H  -1.260  4.583  -4.935
H  1.845  5.452  -2.059
H  0.281  6.328  -3.882
C  -3.644  1.390  -2.743
C  -2.868  -0.211  -4.800
H  3.153  3.607  -1.519
H  1.981  3.284  -0.218
H  -1.124  1.717  -5.372
H  -2.456  2.652  -4.599
C  3.546  1.162  0.285
C  4.327  1.601  -2.325
H  -1.480  -2.173  -1.050
H  -1.518  -4.585  -0.644
H  0.375  -6.048  -1.398
H  2.261  -4.978  -2.672
H  2.293  -2.590  -3.078
H  0.798  -0.693  -4.432
H  0.204  -1.518  -5.606
H  0.053  0.441  -6.327
H  0.229  1.820  -7.039
H  0.673  -1.065  -2.810
H  -4.313  1.600  -3.608
H  -4.164  0.689  -2.055
H  -3.453  2.337  -2.217
H  -3.646  0.444  -5.271
H  -2.111  -0.460  -5.568
H  -3.365  -1.143  -4.446
H  5.038  2.146  -1.706
H  4.804  0.670  -2.624
H  4.134  2.179  -3.221
H  4.455  1.790  0.336
H  2.855  1.472  1.098
H  3.843  0.112  0.490
C  -2.596  -3.788  3.071
C  -2.498  -2.271  3.051
C  -3.540  -1.741  2.095
C  -2.671  -1.751  4.470
O  -1.216  -1.878  2.520
Si  -0.479  -0.422  2.262
S  -1.661  0.750  1.014
O  -0.225  0.338  3.693
C  -0.316  1.699  4.120
C  -0.019  2.657  2.998
C  -1.673  1.921  4.729
C  0.690  1.885  5.226
O  1.060  -0.842  1.806
C  1.850  -1.724  2.721
C  2.836  -2.510  1.850
C  2.571  -0.844  3.737
C  0.986  -2.712  3.482
H  -3.555  -4.081  3.501
H  -1.819  -4.266  3.661
H  -2.552  -4.207  2.069
H  -4.557  -1.987  2.428
H  -3.465  -0.658  1.944
H  -3.370  -2.180  1.108
H  -1.848  -2.069  5.105
H  -2.733  -0.669  4.507
H  -3.579  -2.117  4.952
H  -0.731  2.640  2.175
H  -0.003  3.685  3.356
H  0.940  2.468  2.533
H  -1.804  1.238  5.564
H  -1.762  2.924  5.150
H  -2.500  1.771  4.039
H  0.488  1.165  6.015
H  1.702  1.733  4.859
H  0.652  2.874  5.685
H  2.313  -3.071  1.062
H  3.592  -1.865  1.389
H  3.373  -3.238  2.479
H  1.824  -0.305  4.341
H  3.185  -1.455  4.431
H  3.225  -0.109  3.239
H  0.357  -2.218  4.237
H  0.393  -3.341  2.807
H  1.636  -3.400  4.055

Frontier orbital gap (spin up / spin down), eV: 4.5 / 4.5
Net charge: 0

Electronic structure analysis, Löwdin charges in units of e: number 1, C, carries -0.05; number 2, C, carries -0.32; number 3, N, carries 0.01; number 4, C, carries -0.34; number 5, C, carries -0.04; number 6, C, carries -0.06; number 7, C, carries -0.33; number 8, P, carries 0.76; number 9, La, carries 1.13; number 10, P, carries 0.77; number 11, C, carries -0.31; number 12, C, carries -0.36; number 13, C, carries -0.16; number 14, C, carries -0.10; number 15, C, carries -0.12; number 16, C, carries -0.10; number 17, C, carries -0.14; number 18, O, carries -0.10; number 19, O, carries -0.10; number 20, H, carries 0.12; number 21, H, carries 0.11; number 22, H, carries 0.11; number 23, C, carries -0.32; number 24, C, carries -0.28; number 25, H, carries 0.08; number 26, H, carries 0.09; number 27, H, carries 0.06; number 28, H, carries 0.10; number 29, C, carries -0.31; number 30, C, carries -0.29; number 31, H, carries 0.06; number 32, H, carries 0.10; number 33, H, carries 0.10; number 34, H, carries 0.10; number 35, H, carries 0.09; number 36, H, carries -0.04; number 37, H, carries 0.11; number 38, H, carries 0.00; number 39, H, carries 0.07; number 40, H, carries -0.04; number 41, H, carries 0.04; number 42, H, carries 0.04; number 43, H, carries 0.05; number 44, H, carries 0.06; number 45, H, carries 0.02; number 46, H, carries 0.05; number 47, H, carries 0.04; number 48, H, carries 0.04; number 49, H, carries 0.04; number 50, H, carries 0.05; number 51, H, carries 0.04; number 52, H, carries 0.03; number 53, C, carries -0.03; number 54, C, carries -0.63; number 55, C, carries -0.07; number 56, C, carries -0.02; number 57, O, carries -0.20; number 58, Si, carries -0.16; number 59, S, carries 0.26; number 60, O, carries -0.16; number 61, C, carries -0.66; number 62, C, carries -0.08; number 63, C, carries -0.04; number 64, C, carries -0.04; number 65, O, carries -0.19; number 66, C, carries -0.58; number 67, C, carries -0.02; number 68, C, carries -0.03; number 69, C, carries -0.06; number 70, H, carries 0.09; number 71, H, carries 0.08; number 72, H, carries 0.08; number 73, H, carries 0.09; number 74, H, carries 0.01; number 75, H, carries 0.08; number 76, H, carries 0.09; number 77, H, carries 0.06; number 78, H, carries 0.09; number 79, H, carries -0.01; number 80, H, carries 0.09; number 81, H, carries 0.07; number 82, H, carries 0.08; number 83, H, carries 0.09; number 84, H, carries 0.08; number 85, H, carries 0.09; number 86, H, carries 0.08; number 87, H, carries 0.09; number 88, H, carries 0.09; number 89, H, carries 0.06; number 90, H, carries 0.09; number 91, H, carries 0.06; number 92, H, carries 0.10; number 93, H, carries 0.09; number 94, H, carries 0.08; number 95, H, carries 0.09; number 96, H, carries 0.10

---

Below is C2H6N4S in the gas phase, with properties calculated with ωB97M-V with the def2-TZVPD basis set.

Positions of all 13 atoms, in Å:
C  1.207  -0.201  -0.186
C  -1.889  -0.518  -0.103
H  2.204  0.311  1.505
H  2.669  -1.161  0.755
H  1.591  -1.836  -1.209
H  -1.075  0.530  -1.671
H  -2.550  -0.935  -0.856
H  -1.304  -0.370  1.779
N  2.314  -0.224  0.638
N  0.907  -1.046  -1.093
N  -1.259  0.622  -0.678
N  -1.842  -0.957  1.118
S  0.107  1.188  0.096

SMILES: [H]/N=C\NS/C(N)=N/[H]
Frontier orbital gap, eV: 10.2
Net charge: 0
Relative energy (zero: lowest compared OMol25 entry of this formula, charge and spin), kcal per mole: 18.6

Electronic structure analysis, natural (NBO) charges in units of e: number 1, C, carries 0.28; number 2, C, carries 0.29; number 3, H, carries 0.39; number 4, H, carries 0.39; number 5, H, carries 0.35; number 6, H, carries 0.41; number 7, H, carries 0.17; number 8, H, carries 0.34; number 9, N, carries -0.83; number 10, N, carries -0.75; number 11, N, carries -0.77; number 12, N, carries -0.68; number 13, S, carries 0.40

---

Below is a molecular structure, C27H18N7O9ReS2, with properties calculated with ωB97M-V with the def2-TZVPD basis set.

Positions of all 64 atoms, in Å:
Re  -0.182  -0.007  0.680
O  -4.143  1.128  0.161
C  -3.087  0.631  0.442
N  -1.817  1.038  0.052
C  -1.674  1.952  -0.980
O  -2.517  2.343  -1.737
C  -0.263  2.446  -1.035
C  0.185  3.196  -2.105
C  1.501  3.624  -2.094
C  2.308  3.307  -1.008
C  1.773  2.562  0.023
N  0.508  2.140  0.010
C  -2.999  -0.503  1.425
C  -4.125  -1.103  1.942
C  -3.965  -2.080  2.913
C  -2.684  -2.410  3.337
C  -1.606  -1.770  2.766
N  -1.759  -0.828  1.822
H  -0.500  3.419  -2.911
H  1.896  4.201  -2.919
H  3.335  3.638  -0.957
H  2.360  2.301  0.896
H  -5.091  -0.788  1.572
H  -4.829  -2.576  3.335
H  -2.518  -3.157  4.100
H  -0.588  -2.006  3.052
O  3.939  -0.830  -1.191
C  1.593  -1.429  -0.872
O  1.316  -0.061  -0.627
C  0.942  -1.687  -2.178
C  1.506  -1.886  -3.412
C  0.661  -1.957  -4.512
C  -0.701  -1.808  -4.390
C  -1.259  -1.579  -3.142
C  -0.453  -1.499  -1.997
O  -0.927  -1.246  -0.788
N  -2.717  -1.365  -3.086
O  -3.313  -1.359  -4.142
O  -3.238  -1.208  -2.000
N  1.241  -2.165  -5.845
O  0.485  -2.188  -6.791
O  2.447  -2.298  -5.908
H  2.576  -1.983  -3.538
H  -1.336  -1.850  -5.263
C  3.035  -1.657  -0.504
C  3.042  -1.310  0.989
N  2.008  -0.794  1.609
C  2.332  -0.314  2.846
C  3.623  -0.529  3.212
S  4.460  -1.306  1.945
C  1.324  0.537  3.459
C  1.333  1.076  4.700
S  0.054  2.188  4.864
C  -0.457  1.880  3.268
N  0.289  0.986  2.645
C  -1.623  2.619  2.709
H  1.057  -2.083  -0.164
H  3.337  -2.691  -0.675
H  3.512  0.031  -1.309
H  4.123  -0.244  4.123
H  2.035  0.885  5.494
H  -1.954  3.386  3.406
H  -2.461  1.951  2.518
H  -1.351  3.088  1.765

2S+1: 2
Frontier orbital gap (spin up / spin down), eV: 7.0 / 7.0
⟨S²⟩: 0.7547
Net charge: +1
Relative energy (zero: lowest compared OMol25 entry of this formula, charge and spin), kcal per mole: 63.4

Electronic structure analysis, natural (NBO) charges in units of e: number 1, Re, carries 1.60; number 2, O, carries -0.49; number 3, C, carries 0.65; number 4, N, carries -0.68; number 5, C, carries 0.64; number 6, O, carries -0.48; number 7, C, carries 0.13; number 8, C, carries -0.19; number 9, C, carries -0.11; number 10, C, carries -0.24; number 11, C, carries 0.09; number 12, N, carries -0.41; number 13, C, carries 0.15; number 14, C, carries -0.19; number 15, C, carries -0.10; number 16, C, carries -0.23; number 17, C, carries 0.08; number 18, N, carries -0.48; number 19, H, carries 0.27; number 20, H, carries 0.24; number 21, H, carries 0.24; number 22, H, carries 0.21; number 23, H, carries 0.27; number 24, H, carries 0.24; number 25, H, carries 0.25; number 26, H, carries 0.22; number 27, O, carries -0.68; number 28, C, carries 0.05; number 29, O, carries -0.76; number 30, C, carries -0.12; number 31, C, carries -0.14; number 32, C, carries -0.01; number 33, C, carries -0.14; number 34, C, carries -0.06; number 35, C, carries 0.45; number 36, O, carries -0.72; number 37, N, carries 0.54; number 38, O, carries -0.36; number 39, O, carries -0.38; number 40, N, carries 0.53; number 41, O, carries -0.36; number 42, O, carries -0.37; number 43, H, carries 0.26; number 44, H, carries 0.29; number 45, C, carries 0.05; number 46, C, carries 0.07; number 47, N, carries -0.48; number 48, C, carries 0.08; number 49, C, carries -0.40; number 50, S, carries 0.57; number 51, C, carries 0.10; number 52, C, carries -0.41; number 53, S, carries 0.56; number 54, C, carries 0.11; number 55, N, carries -0.48; number 56, C, carries -0.66; number 57, H, carries 0.20; number 58, H, carries 0.22; number 59, H, carries 0.48; number 60, H, carries 0.26; number 61, H, carries 0.27; number 62, H, carries 0.25; number 63, H, carries 0.25; number 64, H, carries 0.26